# 1
# C30H84F6NNiO18S2

A molecular structure, C30H84F6NNiO18S2 at a distorted geometry (ωB97M-V with the def2-TZVPD basis set, OMol25).

Calculated values
- HOMO energy (alpha / beta): -3.3 / -9.1 eV
- Frontier orbital gap (alpha / beta): 3.611 / 9.042 eV
- Spin multiplicity: 4

Positions of all 142 atoms, in Å:
Ni  3.0048  -0.6623  1.7144
C  -1.1251  -1.1715  1.4451
F  -0.9139  -1.7740  2.6119
F  -0.6397  -1.9683  0.5500
F  -2.4090  -0.9349  1.2466
S  -0.1687  0.5167  1.4998
O  -1.0498  1.4961  0.8208
O  0.0530  0.8453  2.8745
N  1.4483  0.0968  0.7612
S  1.2379  0.5526  -0.7707
O  2.3517  0.1317  -1.6121
O  -0.0814  0.2486  -1.3411
C  1.4026  2.5276  -0.6163
F  2.4519  2.9051  -1.3493
F  0.3363  3.1364  -1.0602
F  1.5481  2.8783  0.6508
C  2.6869  2.9049  4.3929
C  3.3917  1.5786  4.2500
O  2.7100  0.7416  3.3005
H  3.3064  3.5125  5.0526
H  1.6960  2.8667  4.8453
H  2.5162  3.3657  3.4199
H  3.4441  1.0633  5.2090
H  4.4194  1.6635  3.8967
H  1.8124  0.8629  3.6186
C  -2.7287  0.5143  4.7208
C  -3.5355  1.3391  3.7644
O  -4.1033  2.4640  4.4494
H  -3.2261  0.2937  5.6653
H  -1.7896  0.9635  5.0440
H  -2.5844  -0.4778  4.2931
H  -4.3366  0.7301  3.3454
H  -2.8885  1.6206  2.9337
H  -4.9051  2.1531  4.8762
C  -2.7962  -2.3739  -2.1889
C  -1.6108  -2.6302  -3.0357
O  -1.6506  -3.9642  -3.5356
H  -3.6815  -2.3577  -2.8246
H  -2.8223  -1.5119  -1.5222
H  -2.9622  -3.2132  -1.5136
H  -0.6614  -2.5313  -2.5094
H  -1.4997  -1.9304  -3.8640
H  -1.7862  -3.9530  -4.4859
C  -3.3469  1.4522  -2.3592
C  -3.8011  1.3610  -0.9247
O  -5.1361  1.7979  -0.8116
H  -3.9659  0.8030  -2.9785
H  -2.3432  1.0335  -2.4319
H  -3.4287  2.4320  -2.8296
H  -3.1587  2.0232  -0.3443
H  -3.6344  0.3264  -0.6250
H  -5.5927  1.2700  -0.1525
C  1.1368  1.5215  -4.7148
C  -0.3136  1.4168  -4.2600
O  -1.0210  1.7062  -5.4627
H  1.4658  0.7948  -5.4576
H  1.7734  1.4906  -3.8305
H  1.3463  2.5367  -5.0516
H  -0.5525  2.1490  -3.4887
H  -0.4665  0.4002  -3.8979
H  -0.8507  2.6276  -5.6718
C  2.0192  -3.3583  -1.2571
C  2.5408  -3.2216  0.1661
O  3.4440  -2.1777  0.2837
H  2.7578  -3.2657  -2.0534
H  1.3196  -2.5293  -1.3640
H  1.5097  -4.3042  -1.4411
H  2.9833  -4.0845  0.6637
H  1.6357  -2.9940  0.7292
H  4.2185  -2.4578  -0.2095
C  0.8068  -4.0519  3.3927
C  2.1545  -3.3756  3.5554
O  2.0411  -1.9768  3.1552
H  0.7921  -5.0373  3.8585
H  0.5901  -4.2132  2.3368
H  0.0908  -3.4533  3.9558
H  2.9515  -3.8182  2.9581
H  2.4748  -3.3349  4.5965
H  1.5265  -1.6762  3.9078
C  -0.9704  -6.5546  0.5988
C  -1.3137  -5.4433  -0.3759
O  -0.7713  -5.6850  -1.6425
H  -1.2276  -7.4904  0.1026
H  -1.5064  -6.5962  1.5470
H  0.1031  -6.6624  0.7544
H  -1.1225  -4.4376  -0.0015
H  -2.3880  -5.5736  -0.5064
H  -1.1818  -5.0717  -2.2566
C  -3.0009  -4.1738  3.3994
C  -4.2967  -3.9045  4.1456
O  -3.9362  -3.2421  5.3159
H  -3.1313  -4.7418  2.4782
H  -2.2776  -4.7053  4.0178
H  -2.5560  -3.2502  3.0293
H  -4.8704  -4.7870  4.4284
H  -4.9536  -3.3712  3.4584
H  -4.7167  -3.2582  5.8747
C  6.1923  -1.4490  -3.3859
C  5.7988  -0.0914  -2.7519
O  6.1088  -0.0937  -1.3583
H  5.4418  -2.1933  -3.1199
H  7.1524  -1.8003  -3.0078
H  6.3282  -1.3945  -4.4660
H  4.7296  0.1031  -2.8371
H  6.3234  0.7245  -3.2490
H  7.0453  -0.2939  -1.2912
C  -2.0255  5.3605  -3.0736
C  -1.9225  6.5899  -3.9235
O  -0.6054  6.7294  -4.4055
H  -1.9813  4.4965  -3.7367
H  -2.9833  5.2723  -2.5608
H  -1.2979  5.2679  -2.2672
H  -2.2076  7.5267  -3.4447
H  -2.5971  6.5304  -4.7776
H  -0.2830  7.5936  -4.1394
C  2.2448  5.8764  -2.5462
C  3.2210  5.1840  -3.4535
O  4.4893  5.8178  -3.2295
H  1.2511  5.4328  -2.6079
H  2.0625  6.9151  -2.8219
H  2.5672  5.8443  -1.5055
H  2.8647  5.2287  -4.4826
H  3.2653  4.1518  -3.1061
H  4.8389  5.6214  -2.3573
C  -5.4060  -1.4230  1.0147
C  -6.8325  -0.9010  1.1899
O  -6.9419  0.3953  0.5782
H  -5.4339  -2.4536  1.3686
H  -4.6768  -0.8426  1.5799
H  -5.0883  -1.4585  -0.0274
H  -6.9900  -0.7849  2.2622
H  -7.5117  -1.6333  0.7533
H  -7.6745  0.8467  1.0037
C  5.9426  2.3635  1.4260
C  4.5596  1.9627  0.8939
O  4.4319  0.6132  0.5549
H  6.0356  2.3024  2.5104
H  5.9528  3.4440  1.2828
H  6.7970  1.9398  0.8983
H  4.3746  2.5080  -0.0316
H  3.7853  2.3547  1.5533
H  4.9437  0.4334  -0.2371

Atomic partial charges in e from the Mulliken method, atoms 1 to 4: number 1, Ni, carries 1.4104; number 2, C, carries 0.4061; number 3, F, carries 0.0736; number 4, F, carries 0.1723

=====

# 2
# C30H86N4O18

11 unconnected molecules or ions with the total composition C30H86N4O18 at a distorted geometry (ωB97M-V with the def2-TZVPD basis set, OMol25).

Calculated values
- SMILES: COC[C@H](C)N.COC[C@H](C)N.COC[C@H](C)N.COC[C@H](C)N.OCCO.OCCO.OCCO.OCCO.OCCO.OCCO.OCCO
- HOMO energy: -8.6 eV
- Frontier orbital gap: 8.751 eV

Positions of all 138 atoms, in Å:
C  -3.9282  7.4639  3.8282
O  -2.7959  8.3079  4.1534
C  -1.6464  7.5613  4.5335
C  -0.8047  8.5526  5.4043
C  -1.5774  9.1096  6.6646
N  -0.4320  9.6640  4.5656
H  -3.6281  6.7606  3.0514
H  -4.7775  8.1248  3.6548
H  -4.0966  6.9012  4.7464
H  -1.7708  6.7325  5.2305
H  -1.0468  7.1512  3.7209
H  0.1086  8.1473  5.8399
H  -2.5602  9.5391  6.4701
H  -1.1759  9.9538  7.2250
H  -1.6339  8.3450  7.4393
H  0.2156  10.2383  5.0860
H  -1.1629  10.3522  4.4554
C  6.2478  -7.0907  2.3753
O  5.8838  -8.1963  1.6001
C  6.7850  -9.3396  1.8134
C  6.7798  -9.9428  3.2539
C  7.5728  -11.2496  3.3761
N  5.4414  -10.2577  3.2945
H  5.5761  -6.3261  1.9850
H  7.3096  -6.8445  2.3881
H  6.0101  -7.2821  3.4217
H  6.6905  -10.1685  1.1120
H  7.7860  -9.0007  1.5466
H  7.2667  -9.2147  3.9026
H  7.1648  -12.0680  2.7829
H  7.6137  -11.5060  4.4347
H  8.5984  -11.1291  3.0272
H  5.2792  -11.0905  2.7466
H  4.8647  -9.5308  2.8956
C  -7.0341  -0.0692  4.4896
O  -6.7164  1.1638  5.1403
C  -6.7338  0.9307  6.5691
C  -8.0792  0.8643  7.1929
C  -8.5731  2.2198  7.4412
N  -8.0693  0.0723  8.4498
H  -6.6027  -1.0035  4.8488
H  -6.8182  -0.0980  3.4215
H  -8.1152  -0.1897  4.4207
H  -6.1046  0.0474  6.6784
H  -6.2739  1.7653  7.0981
H  -8.7807  0.2578  6.6199
H  -8.6489  2.7970  6.5197
H  -7.9626  2.8030  8.1305
H  -9.6096  2.1850  7.7768
H  -7.9696  -0.9027  8.2059
H  -7.2335  0.3336  8.9530
C  4.8992  -2.9040  -9.2730
O  4.8082  -2.5678  -7.8858
C  4.1311  -3.6324  -7.1660
C  3.7603  -3.4014  -5.6788
C  5.0707  -3.4232  -4.8773
N  2.9181  -4.4304  -5.1045
H  5.8555  -2.4766  -9.5744
H  4.0717  -2.6509  -9.9357
H  5.1931  -3.9219  -9.5292
H  3.1584  -3.8005  -7.6282
H  4.6196  -4.6065  -7.1422
H  3.2628  -2.4339  -5.6121
H  4.9920  -3.0886  -3.8429
H  5.8024  -2.8303  -5.4262
H  5.5746  -4.3894  -4.9040
H  2.0736  -4.5771  -5.6386
H  2.5671  -4.1154  -4.2114
O  -6.4835  -6.2947  -5.2570
C  -7.5717  -5.5475  -4.7206
C  -8.5186  -5.0845  -5.8478
O  -7.8658  -4.0102  -6.5293
H  -6.0291  -5.6524  -5.8072
H  -8.1254  -6.1509  -4.0013
H  -7.2197  -4.6795  -4.1630
H  -9.4643  -4.7719  -5.4051
H  -8.7041  -5.8297  -6.6212
H  -8.4555  -3.7916  -7.2546
O  -1.9835  -7.2589  0.9348
C  -0.7735  -6.9603  1.6774
C  -0.6990  -5.4090  2.0581
O  -0.4318  -4.6758  0.8034
H  -1.8039  -7.6917  0.0969
H  -0.5855  -7.7300  2.4260
H  0.0145  -7.1845  0.9584
H  0.1645  -5.3557  2.7210
H  -1.5455  -4.9983  2.6084
H  -1.2559  -4.2044  0.6612
O  7.0276  1.8300  0.3758
C  7.6888  1.0560  1.4925
C  6.8715  1.1272  2.7763
O  5.6367  0.2669  2.6864
H  6.2797  1.3002  0.0904
H  8.0082  0.0470  1.2317
H  8.6516  1.5088  1.7292
H  6.4771  2.1420  2.8277
H  7.3256  0.9155  3.7444
H  5.1583  0.5279  1.8961
O  4.5431  10.5146  0.6917
C  5.4564  9.4319  0.4792
C  5.0531  8.1619  1.2852
O  4.8920  8.3392  2.7345
H  4.2448  10.4514  1.6020
H  5.4817  9.2361  -0.5928
H  6.4238  9.8082  0.8115
H  5.7714  7.4128  0.9519
H  4.0864  7.7620  0.9790
H  3.9954  8.6624  2.8493
O  5.0054  3.1561  -8.6488
C  3.6922  3.7223  -8.6404
C  3.0143  3.8856  -7.2357
O  1.6304  4.3784  -7.4385
H  4.9667  2.3206  -8.1776
H  3.7048  4.7583  -8.9789
H  3.0000  3.1661  -9.2725
H  3.6183  4.5407  -6.6078
H  2.9179  2.9505  -6.6840
H  1.0745  3.6516  -7.7290
O  -7.4089  1.5672  -3.4245
C  -8.5490  2.3389  -3.1627
C  -8.1259  3.2951  -2.0070
O  -9.1904  4.1207  -1.7242
H  -7.6007  1.0244  -4.1927
H  -8.8111  2.9417  -4.0322
H  -9.3205  1.6154  -2.8995
H  -7.2300  3.8202  -2.3384
H  -7.8229  2.7317  -1.1245
H  -9.1293  4.9202  -2.2521
O  -1.7905  0.2531  -1.3086
C  -0.9641  1.2246  -1.9018
C  0.2413  1.6159  -0.9596
O  1.2319  0.6383  -1.0826
H  -2.6791  0.3214  -1.6654
H  -0.7273  1.0946  -2.9578
H  -1.4928  2.1777  -1.8957
H  -0.1295  1.6165  0.0654
H  0.6773  2.5889  -1.1863
H  0.8707  -0.2511  -1.0692

Atomic partial charges in e from the Mulliken method, atoms 1 to 4: number 1, C, carries -0.7426; number 2, O, carries -0.3193; number 3, C, carries -0.7796; number 4, C, carries 0.3240

=====

Number 1 is which compound? C30H84F6NNiO18S2